Entry 1:
The following is a DFT calculation (the ωB97M-V functional and the def2-TZVPD basis) of a 2-piece molecular cluster, C40H43F6N7O3 overall in a non-equilibrium geometry.

Properties
Molecular weight = 783.8 u
LUMO = -0.0593 hartree
Frontier orbital gap = 5.1 eV
ΔE to the lowest compared entry with this formula, charge and spin = 0.0 kJ/mol

```
99
Properties=species:S:1:pos:R:3:forces:R:3
C -4.840 -1.514 3.855 -0.115 -0.146 -0.117
C -4.752 -0.008 3.602 0.195 0.452 -0.196
C -5.139 0.782 4.853 0.102 0.023 0.059
C -5.574 0.415 2.392 0.062 -0.311 0.127
C -6.935 0.693 2.540 -0.013 0.025 -0.065
C -7.748 0.881 1.428 -0.065 0.117 -0.055
C -7.202 0.781 0.152 -0.235 0.003 0.185
C -5.843 0.537 -0.030 -0.051 0.120 -0.321
C -5.316 0.438 -1.455 0.344 -0.008 0.309
C -5.352 1.802 -2.143 -0.058 0.143 0.028
C -6.031 -0.632 -2.282 -0.047 -0.069 0.067
C -5.018 0.407 1.100 -0.600 -0.345 -0.109
N -3.625 0.110 0.917 1.205 -0.372 -0.014
N -3.288 -0.991 0.191 1.921 -0.460 -0.077
N -1.929 -1.042 0.225 -2.516 1.569 0.801
C -1.205 -2.073 -0.484 0.067 -0.649 -0.447
C -0.324 -1.739 -1.534 -0.244 0.258 -0.128
C -0.262 -0.319 -2.089 0.462 0.001 0.541
C -1.554 0.055 -2.808 -0.210 -0.111 -0.141
C 0.957 -0.111 -2.987 -0.007 0.100 -0.007
C 0.425 -2.756 -2.128 -0.012 0.125 -0.001
C 0.272 -4.083 -1.746 -0.204 -0.208 0.136
C -0.676 -4.410 -0.781 0.225 0.141 -0.225
C -1.418 -3.413 -0.138 -0.112 -0.291 0.356
C -2.400 -3.840 0.948 0.092 0.465 -0.050
C -1.668 -4.490 2.123 0.120 -0.075 0.056
C -3.491 -4.760 0.397 -0.028 0.044 -0.099
C -1.432 0.014 0.959 0.688 -2.169 -1.437
C -0.023 0.199 1.172 1.539 0.342 0.380
C 0.802 -0.854 1.623 -0.735 0.496 -0.130
C 2.166 -0.663 1.742 0.373 -0.257 -0.020
C 3.001 -1.773 2.322 0.440 -0.903 0.339
F 4.259 -1.798 1.786 -1.039 -0.019 0.568
F 3.140 -1.647 3.686 -0.082 -0.156 -1.392
F 2.436 -3.007 2.093 0.627 1.190 0.298
C 2.782 0.513 1.332 -0.055 -0.047 0.028
C 1.969 1.558 0.913 -0.115 0.263 -0.121
C 2.602 2.789 0.323 0.331 0.954 -0.342
F 1.713 3.825 0.189 0.931 -0.978 0.141
F 3.653 3.251 1.071 -0.886 -0.423 -0.769
F 3.088 2.520 -0.938 -0.353 0.339 1.204
C 0.586 1.448 0.901 -0.321 -0.698 -0.116
C -2.483 0.800 1.382 -1.288 2.105 1.430
C -2.383 1.953 2.160 -0.505 -1.261 -0.937
H -4.529 -2.096 2.978 -0.060 0.131 0.100
H -4.192 -1.797 4.693 -0.128 0.064 -0.110
H -5.872 -1.802 4.098 0.185 0.016 -0.021
H -3.716 0.242 3.364 0.014 -0.072 0.238
H -5.144 1.858 4.646 -0.027 -0.178 0.080
H -6.134 0.488 5.210 0.208 0.088 0.047
H -4.414 0.594 5.654 -0.179 0.002 -0.106
H -7.371 0.738 3.541 0.178 -0.054 -0.404
H -8.813 1.101 1.558 0.417 -0.128 -0.059
H -7.851 0.886 -0.724 0.279 -0.008 0.339
H -4.279 0.122 -1.356 -0.130 0.145 -0.315
H -4.836 2.560 -1.538 -0.116 -0.150 -0.143
H -4.860 1.748 -3.122 -0.138 0.033 0.128
H -6.392 2.129 -2.285 0.250 -0.001 -0.037
H -5.948 -1.621 -1.813 -0.013 0.212 -0.053
H -7.097 -0.400 -2.400 0.207 -0.061 -0.048
H -5.575 -0.691 -3.278 -0.135 0.019 0.142
H -0.150 0.347 -1.225 -0.031 -0.026 -0.299
H -2.432 -0.094 -2.168 0.200 0.050 -0.161
H -1.523 1.107 -3.111 -0.030 -0.168 -0.012
H -1.679 -0.573 -3.702 -0.008 0.186 0.155
H 1.879 -0.448 -2.495 -0.189 0.088 -0.153
H 0.826 -0.666 -3.925 0.159 0.171 0.104
H 1.081 0.950 -3.230 -0.095 -0.167 0.007
H 1.130 -2.506 -2.923 -0.297 -0.138 0.338
H 0.875 -4.861 -2.225 -0.270 0.280 0.199
H -0.844 -5.456 -0.515 0.083 0.347 -0.036
H -2.880 -2.921 1.293 -0.039 -0.302 0.156
H -0.856 -3.855 2.503 -0.171 -0.137 -0.088
H -2.365 -4.676 2.948 0.115 -0.022 -0.136
H -1.230 -5.449 1.812 -0.061 0.173 0.159
H -4.049 -4.275 -0.413 0.117 -0.065 0.142
H -3.058 -5.689 0.005 -0.130 0.130 0.101
H -4.198 -5.013 1.194 0.101 -0.024 -0.125
H 0.346 -1.806 1.891 0.189 0.215 -0.057
H 3.865 0.607 1.319 -0.219 -0.009 0.098
H -0.034 2.293 0.606 0.148 -0.218 -0.050
H -1.373 2.270 2.398 -0.467 0.175 0.175
H -3.279 2.425 2.543 0.296 0.175 -0.020
C 3.087 6.286 2.934 -0.003 0.203 -0.208
O 2.600 6.375 4.292 -0.254 -0.757 -0.181
C 1.945 5.278 4.693 -0.091 0.613 2.144
N 1.605 5.231 5.992 0.983 1.437 -1.573
C 1.045 4.105 6.372 -1.256 -2.536 1.591
N 0.592 3.753 7.631 0.758 0.264 -2.973
O 0.104 2.476 7.487 0.454 -0.185 -1.968
N 0.248 1.998 6.069 -0.075 0.264 1.539
O -0.136 0.874 5.817 0.422 1.208 -0.014
C 0.856 3.020 5.417 -1.248 -0.336 2.109
C 1.112 3.203 4.064 1.403 1.774 0.253
N 1.711 4.363 3.743 -1.373 -2.903 -0.795
H 3.442 7.279 2.678 -0.003 0.056 0.103
H 3.905 5.564 2.865 -0.096 0.094 0.094
H 2.293 5.961 2.258 0.222 0.272 0.102
H 0.894 2.407 3.353 0.117 0.442 -0.236
```
Positions in Å, forces in eV/Å.



Entry 2:
The following is a DFT calculation (the ωB97M-V functional and the def2-TZVPD basis) of C40H44BClN8O8S2Tl as an isolated structure in a non-equilibrium geometry.

Properties
Molecular weight = 1079.6 u
Net charge = -1
LUMO (spin up / spin down) = -0.0705 / -0.0664 hartree
Frontier orbital gap (spin up / spin down) = 2.9 / 3.0 eV
ΔE to the lowest compared entry with this formula, charge and spin = 307.1 kJ/mol

```
105
Properties=species:S:1:pos:R:3:forces:R:3
Tl -0.011 -1.454 -0.220 -0.512 -0.081 0.087
O -3.277 1.861 6.260 -0.908 -0.510 -0.810
C -3.962 1.240 5.401 -2.117 -0.232 2.275
O -5.208 0.897 5.379 1.904 1.052 0.652
C -3.262 0.735 4.227 0.513 -0.896 -3.347
C -3.999 0.519 3.030 0.533 -0.060 -0.277
C -3.303 0.197 1.862 -0.810 0.554 1.088
N -1.985 0.218 1.803 0.999 -1.504 -1.886
C -1.262 0.250 2.908 -0.626 0.501 0.363
C -1.897 0.457 4.121 0.635 0.824 1.879
C 0.269 0.166 2.853 -0.965 0.122 0.535
O 0.841 0.370 3.933 0.632 -0.347 -0.370
O 0.792 -0.129 1.736 0.481 0.012 -0.136
H -5.080 0.639 2.928 0.400 -0.068 0.626
H -3.886 -0.058 0.979 0.355 0.297 -0.227
H -1.259 0.559 5.022 -0.608 -0.083 -0.667
C 3.380 -1.261 2.937 -0.501 1.224 -0.736
N 2.582 -2.309 3.523 -0.703 -0.324 1.007
C 2.117 -2.328 4.832 1.715 1.426 -2.329
C 1.509 -3.524 4.986 -1.123 -1.889 -2.096
N 1.517 -4.218 3.791 -0.364 1.052 -0.064
B 0.939 -5.666 3.610 0.221 -0.164 1.216
N 0.228 -5.950 2.321 -1.507 0.273 -2.676
C 0.274 -7.065 1.513 1.903 0.669 2.352
C -0.433 -6.860 0.397 -1.435 2.250 -2.424
N -0.893 -5.523 0.429 0.067 -2.567 2.128
C -1.863 -4.956 -0.475 -0.137 0.015 -0.200
C -0.642 -5.044 1.726 0.739 -0.828 -1.306
S -1.348 -3.690 2.365 0.181 0.112 0.071
C 2.148 -3.455 2.800 0.394 0.523 3.380
S 2.504 -3.855 1.251 -0.066 0.061 -0.186
H 3.974 -0.722 3.693 -0.164 -0.603 -0.247
H 2.662 -0.508 2.498 0.682 -0.690 0.163
H 3.979 -1.737 2.149 0.027 0.436 0.324
H 2.282 -1.476 5.506 -0.192 -0.619 -0.521
H 0.914 -3.893 5.779 -0.137 -0.320 0.700
H 0.080 -5.905 4.397 0.128 0.267 0.927
H 1.876 -6.368 3.692 0.465 -0.755 0.032
H 0.959 -7.867 1.775 -0.441 0.085 -0.061
H -0.625 -7.495 -0.490 0.274 0.587 0.891
H -2.094 -5.751 -1.194 -0.360 0.477 0.197
H -1.430 -4.107 -0.996 0.020 0.212 -0.374
H -2.716 -4.562 0.098 0.108 -0.469 -0.364
C -3.985 0.774 -3.321 -0.367 -0.480 0.795
C -2.794 -0.197 -3.416 -0.169 -0.212 -0.217
O -1.653 0.245 -3.230 -1.533 -0.753 -0.155
C -3.163 -1.617 -3.800 0.271 0.838 -0.403
C -4.173 -1.907 -4.732 -1.260 -0.979 -0.476
C -4.445 -3.240 -5.148 0.556 -0.122 0.645
C -3.630 -4.333 -4.622 -2.128 1.368 -1.122
C -2.661 -4.013 -3.748 1.246 -0.641 0.888
C -2.428 -2.688 -3.247 0.516 0.034 0.102
O -1.605 -2.488 -2.309 0.750 -0.299 0.738
H -3.836 1.381 -2.391 -0.129 -0.221 -1.015
H -4.996 0.278 -3.271 1.200 0.354 0.018
H -3.957 1.362 -4.235 -0.033 0.487 0.129
H -4.866 -1.102 -5.097 0.900 -0.765 0.242
H -5.291 -3.481 -5.807 0.481 0.336 0.288
H -3.879 -5.389 -4.846 0.308 0.796 -0.141
H -1.988 -4.796 -3.368 -0.326 0.387 -0.040
O 2.954 -4.983 -3.608 1.179 3.270 -0.078
C 3.355 -3.899 -3.636 -1.204 -3.252 0.100
C 3.243 5.157 -0.114 0.475 -0.234 -0.828
C 3.191 3.737 -0.797 0.740 -0.485 0.376
C 2.471 2.718 0.129 -0.416 0.148 -1.160
C 4.685 3.241 -0.926 -0.299 -0.731 1.866
C 2.599 3.867 -2.257 0.664 -0.236 0.489
O 3.539 4.777 -2.899 -0.559 -0.012 -0.468
C 1.178 4.483 -2.376 0.083 -0.878 0.395
C -0.100 3.803 -1.764 1.842 -0.124 0.550
C -0.570 4.334 -0.419 -0.439 0.434 -0.555
C -1.139 3.473 0.493 -0.201 -0.479 1.505
C -1.731 3.955 1.697 0.009 -0.619 0.032
C -1.827 5.325 1.997 1.209 -1.302 -2.494
Cl -2.621 5.956 3.361 -0.105 0.062 0.463
C -1.261 6.163 1.023 0.545 0.267 -0.325
C -0.651 5.715 -0.160 -0.544 -0.831 -0.113
C 2.759 2.618 -3.193 0.522 0.336 -0.031
N 2.461 1.284 -2.681 -0.087 -1.394 1.053
C 1.405 0.433 -2.764 1.143 -0.305 0.139
N 1.784 -0.775 -2.300 -1.098 0.608 -0.854
C 3.082 -0.622 -1.959 -0.571 -0.064 1.397
N 3.507 0.608 -2.051 0.193 0.420 -1.820
H 3.526 5.111 0.948 0.049 -0.278 -0.405
H 2.288 5.670 -0.146 -0.288 0.015 0.034
H 3.980 5.794 -0.662 -0.482 -0.452 0.520
H 2.838 2.757 1.139 0.556 -0.088 0.340
H 2.530 1.698 -0.274 0.192 0.338 0.435
H 1.419 2.930 0.231 -0.431 0.224 -0.014
H 5.143 3.479 0.075 -0.231 -0.293 -0.812
H 5.246 3.792 -1.654 0.195 0.207 -0.485
H 4.792 2.122 -1.070 -0.278 1.560 0.006
H 3.121 5.618 -3.108 -0.189 -0.090 0.106
H 1.002 4.629 -3.435 0.015 0.093 -0.337
H 1.320 5.440 -1.932 -0.267 1.023 0.268
H 0.053 2.721 -1.723 -0.014 0.034 0.259
H -0.890 3.918 -2.458 -0.922 0.298 -0.822
H -1.086 2.367 0.336 -0.164 1.031 0.231
H -2.090 3.196 2.403 -0.058 0.383 -0.196
H -1.216 7.212 1.205 -0.345 0.699 0.129
H -0.371 6.371 -1.007 -0.004 0.041 1.079
H 3.813 2.475 -3.516 -0.668 0.726 0.292
H 2.168 2.919 -4.080 0.159 -0.905 0.323
H 0.417 0.702 -3.156 0.418 -0.279 0.167
H 3.638 -1.448 -1.459 -0.306 0.971 -0.618
```
Positions in Å, forces in eV/Å.



Question: The lowest ΔE to the lowest compared entry with this formula, charge and spin belongs to which entry?
Answer: C40H43F6N7O3